(1)
Below is the molecule C17H18N2O3S2, with properties calculated with the ωB97M-V functional and the def2-TZVPD basis.

Properties
HOMO energy = -8.559 eV
charge = 0
HOMO-LUMO gap = 0.32661 Ha
energy = -48714.873 eV
structure (SMILES) = CCN(Cc1ccccc1)S(=O)(=O)c1ccc2c(c1)NC(=O)CS2
LUMO = 0.33 eV
relative energy (zero: lowest compared OMol25 entry of this formula, charge and spin) = 10.8 kcal/mol

Geometry (Å):
C1 2.676 -0.208 3.513
C2 2.537 -1.501 2.714
N1 1.463 -1.411 1.748
C3 0.116 -1.690 2.211
C4 -0.881 -0.893 1.416
C5 -1.886 -1.523 0.695
C6 -2.797 -0.778 -0.035
C7 -2.709 0.603 -0.054
C8 -1.704 1.239 0.655
C9 -0.798 0.494 1.388
S1 1.751 -1.945 0.189
O1 0.881 -3.039 -0.141
O2 3.164 -2.118 0.022
C10 1.245 -0.514 -0.759
C11 1.918 0.679 -0.575
C12 1.494 1.802 -1.258
C13 0.402 1.729 -2.115
C14 -0.257 0.511 -2.320
C15 0.185 -0.614 -1.632
N2 -1.306 0.388 -3.225
C16 -2.106 1.372 -3.719
O3 -2.962 1.144 -4.539
C17 -1.883 2.746 -3.123
S2 -0.122 3.168 -2.982
H1 3.519 -0.288 4.193
H2 2.844 0.631 2.843
H3 1.779 -0.011 4.095
H4 3.446 -1.685 2.140
H5 2.380 -2.350 3.392
H6 -0.103 -2.760 2.117
H7 0.057 -1.407 3.265
H8 -1.948 -2.600 0.701
H9 -3.579 -1.276 -0.589
H10 -3.432 1.178 -0.616
H11 -1.629 2.317 0.648
H12 -0.015 0.988 1.945
H13 2.761 0.711 0.095
H14 1.997 2.749 -1.140
H15 -0.294 -1.571 -1.763
H16 -1.537 -0.552 -3.521
H17 -2.349 3.499 -3.756
H18 -2.321 2.785 -2.123

---

(2)
Below is a structure of composition C17H18N3O7S5Ti, with properties calculated with the ωB97M-V functional and the def2-TZVPD basis.

Properties
HOMO energy (spin up / spin down) = -0.444 / -0.960 eV
charge = -2
multiplicity = 2
HOMO-LUMO gap (spin up / spin down) = 0.16164 / 0.18044 Ha
energy = -114019.566 eV
expectation value of S² = 0.759
LUMO (spin up / spin down) = 3.95 / 3.95 eV
relative energy (zero: lowest compared OMol25 entry of this formula, charge and spin) = 23.0 kcal/mol

Geometry (Å):
Ti1 -1.971 0.198 0.414
O1 0.837 1.084 -2.503
C1 1.191 2.421 -2.646
C2 0.369 3.280 -1.664
N1 -0.991 2.813 -1.437
C3 -1.702 2.267 -2.562
C4 -1.787 0.688 -2.577
O2 -1.455 -0.015 -3.512
O3 -2.213 0.186 -1.442
C5 -1.748 3.780 -0.638
C6 -2.106 3.176 0.746
O4 -2.037 3.888 1.747
O5 -2.573 1.921 0.788
H1 1.437 0.468 -2.993
H2 1.019 2.784 -3.714
H3 2.262 2.598 -2.474
H4 0.381 4.329 -2.030
H5 0.826 3.256 -0.651
H6 -1.234 2.567 -3.527
H7 -2.748 2.543 -2.508
H8 -2.701 4.035 -1.053
H9 -1.123 4.659 -0.454
O6 2.687 -2.204 2.148
C7 2.642 -1.027 2.742
C8 3.570 -0.751 3.775
C9 3.579 0.431 4.448
C10 2.593 1.412 4.142
C11 1.639 1.151 3.156
C12 1.672 -0.028 2.382
C13 0.735 -0.291 1.340
O7 -0.203 0.554 1.088
N2 0.816 -1.457 0.653
N3 -0.243 -1.799 -0.079
C14 -0.057 -2.930 -0.779
S1 -1.330 -3.702 -1.609
C15 -0.477 -5.224 -2.086
C16 0.929 -5.318 -1.511
S2 1.538 -3.695 -0.928
H10 1.831 -2.181 1.468
H11 4.231 -1.569 4.000
H12 4.235 0.633 5.319
H13 2.586 2.304 4.725
H14 0.853 1.874 2.905
H15 -0.579 -5.224 -3.186
H16 -1.106 -6.051 -1.739
H17 1.667 -5.703 -2.263
H18 0.897 -5.990 -0.616
S3 -5.264 -2.848 1.437
C17 -4.214 -1.573 1.347
S4 -2.618 -1.492 2.059
S5 -4.543 -0.225 0.355

---

(3)
Below is the molecule C17H18N6O3S, with properties calculated with the ωB97M-V functional and the def2-TZVPD basis.

Properties
HOMO energy = -8.461 eV
charge = 0
HOMO-LUMO gap = 0.33564 Ha
energy = -43839.592 eV
structure (SMILES) = COc1ccccc1NC(=O)Cn1nnc(C(=O)NCc2cccs2)c1N
LUMO = 0.67 eV
relative energy (zero: lowest compared OMol25 entry of this formula, charge and spin) = 2.3 kcal/mol

Geometry (Å):
C1 -4.260 0.512 2.756
O1 -3.827 0.251 1.444
C2 -4.520 -0.643 0.694
C3 -5.550 -1.451 1.161
C4 -6.136 -2.391 0.330
C5 -5.703 -2.548 -0.973
C6 -4.695 -1.734 -1.459
C7 -4.116 -0.775 -0.646
N1 -3.107 0.071 -1.156
C8 -3.115 1.412 -1.029
O2 -4.019 2.085 -0.595
C9 -1.811 2.047 -1.562
N2 -0.658 1.342 -1.090
N3 -0.278 0.174 -1.672
N4 0.723 -0.297 -1.044
C10 1.042 0.521 -0.019
C11 2.155 0.375 0.910
O3 2.377 1.209 1.782
N5 2.895 -0.738 0.721
C12 4.111 -0.998 1.455
C13 5.310 -0.987 0.565
C14 6.207 -1.985 0.343
C15 7.214 -1.629 -0.583
C16 7.060 -0.368 -1.056
S1 5.689 0.417 -0.378
C17 0.136 1.594 -0.026
N6 0.038 2.597 0.860
H1 -5.291 0.876 2.770
H2 -3.599 1.292 3.131
H3 -4.172 -0.374 3.392
H4 -5.895 -1.361 2.179
H5 -6.933 -3.010 0.714
H6 -6.152 -3.292 -1.613
H7 -4.353 -1.830 -2.479
H8 -2.315 -0.361 -1.623
H9 -1.776 3.092 -1.249
H10 -1.822 1.998 -2.655
H11 2.654 -1.329 -0.060
H12 4.177 -0.204 2.208
H13 4.046 -1.968 1.961
H14 6.156 -2.944 0.827
H15 8.011 -2.287 -0.881
H16 7.667 0.157 -1.766
H17 -0.505 3.418 0.660
H18 0.821 2.653 1.499

---

(4)
Below is the molecule C17H18N6O5S2, with properties calculated with the ωB97M-V functional and the def2-TZVPD basis.

Properties
HOMO energy = -8.629 eV
charge = 0
HOMO-LUMO gap = 0.33294 Ha
energy = -58768.447 eV
structure (SMILES) = COc1ccc(C(=O)NCc2nnc(SCC(=O)Nc3nnc(C)s3)o2)cc1OC
LUMO = 0.43 eV
relative energy (zero: lowest compared OMol25 entry of this formula, charge and spin) = 4.9 kcal/mol

Geometry (Å):
C1 6.299 0.606 -0.859
O1 5.325 -0.184 -0.222
C2 4.065 0.319 -0.056
C3 3.688 1.582 -0.503
C4 2.402 2.062 -0.349
C5 1.443 1.276 0.279
C6 0.043 1.708 0.493
O2 -0.678 1.207 1.343
N1 -0.388 2.733 -0.293
C7 -1.764 3.168 -0.228
C8 -2.673 2.167 -0.854
N2 -2.484 1.488 -1.937
N3 -3.492 0.600 -2.041
C9 -4.255 0.782 -1.008
S1 -5.677 -0.097 -0.584
C10 -5.530 -0.220 1.254
C11 -4.269 0.357 1.859
O3 -4.298 1.294 2.618
N4 -3.076 -0.233 1.525
C12 -2.857 -1.291 0.693
N5 -3.714 -2.197 0.366
N6 -3.233 -3.111 -0.464
C13 -2.010 -2.942 -0.800
C14 -1.254 -3.817 -1.718
S2 -1.277 -1.519 -0.055
O4 -3.802 1.787 -0.219
C15 1.819 0.027 0.759
C16 3.103 -0.478 0.601
O5 3.271 -1.726 1.110
C17 4.537 -2.346 1.162
H1 6.016 0.844 -1.889
H2 6.493 1.531 -0.308
H3 7.202 -0.003 -0.867
H4 4.416 2.213 -0.988
H5 2.176 3.059 -0.695
H6 0.104 2.914 -1.152
H7 -1.855 4.136 -0.727
H8 -2.056 3.268 0.823
H9 -6.384 0.308 1.678
H10 -5.589 -1.290 1.456
H11 -2.241 0.291 1.804
H12 -1.876 -4.666 -1.990
H13 -0.340 -4.167 -1.242
H14 -0.982 -3.266 -2.617
H15 1.096 -0.586 1.271
H16 4.934 -2.546 0.165
H17 5.257 -1.749 1.726
H18 4.366 -3.290 1.680

---

(5)
Below is the molecule C17H18O3S, with properties calculated with the ωB97M-V functional and the def2-TZVPD basis.

Properties
HOMO energy = -8.059 eV
charge = 0
HOMO-LUMO gap = 0.30601 Ha
energy = -34897.916 eV
structure (SMILES) = COc1cc(C=O)ccc1OCCSc1ccc(C)cc1
LUMO = 0.27 eV
relative energy (zero: lowest compared OMol25 entry of this formula, charge and spin) = 17.8 kcal/mol

Geometry (Å):
C1 2.437 -1.346 -1.426
O1 1.054 -1.320 -1.695
C2 0.603 -0.603 -2.771
C3 1.450 0.060 -3.640
C4 0.970 0.784 -4.734
C5 1.918 1.458 -5.617
O2 3.118 1.457 -5.489
C6 -0.402 0.845 -4.957
C7 -1.256 0.194 -4.097
C8 -0.791 -0.535 -3.000
O3 -1.784 -1.123 -2.288
C9 -1.568 -1.820 -1.078
C10 -1.331 -0.868 0.090
S1 -1.174 -1.867 1.607
C11 -0.872 -0.669 2.876
C12 -0.790 0.698 2.663
C13 -0.550 1.547 3.731
C14 -0.389 1.061 5.019
C15 -0.129 1.979 6.175
C16 -0.473 -0.315 5.219
C17 -0.711 -1.171 4.166
H1 2.994 -1.824 -2.237
H2 2.540 -1.938 -0.518
H3 2.832 -0.341 -1.253
H4 2.520 0.035 -3.505
H5 1.436 1.999 -6.456
H6 -0.793 1.400 -5.797
H7 -2.324 0.222 -4.245
H8 -0.743 -2.531 -1.160
H9 -2.498 -2.373 -0.916
H10 -2.176 -0.187 0.199
H11 -0.406 -0.310 -0.054
H12 -0.911 1.120 1.678
H13 -0.490 2.610 3.548
H14 0.828 1.742 6.639
H15 -0.111 3.017 5.852
H16 -0.903 1.863 6.932
H17 -0.351 -0.716 6.215
H18 -0.776 -2.236 4.325

---

(6)
Below is a structure of composition C17H19As2N3OsS3, with properties calculated with the ωB97M-V functional and the def2-TZVPD basis.

Properties
HOMO energy (spin up / spin down) = -15.418 / -15.422 eV
charge = +2
HOMO-LUMO gap (spin up / spin down) = 0.21095 / 0.21097 Ha
energy = -179040.313 eV
LUMO (spin up / spin down) = -9.68 / -9.68 eV
relative energy (zero: lowest compared OMol25 entry of this formula, charge and spin) = 39.7 kcal/mol

Geometry (Å):
Os1 -0.793 0.686 0.758
S1 -1.041 0.368 3.085
C1 -1.588 -1.243 3.307
C2 -1.684 -1.669 4.654
N1 -1.725 -1.979 5.754
C3 -1.945 -2.120 2.295
S2 -1.931 -1.757 0.625
C4 -2.372 -3.426 2.637
N2 -2.688 -4.500 2.872
C5 -1.920 -0.182 -2.839
As1 -0.494 0.453 -1.665
C6 0.123 2.079 -2.565
C7 0.998 -0.782 -1.914
C8 1.228 -1.398 -3.142
C9 2.349 -2.197 -3.319
C10 3.254 -2.364 -2.282
C11 3.016 -1.779 -1.048
C12 1.882 -1.000 -0.852
As2 1.497 -0.193 0.891
C13 2.821 1.250 0.999
C14 2.144 -1.439 2.251
H1 -1.637 -0.019 -3.886
H2 -2.844 0.369 -2.638
H3 -2.098 -1.246 -2.664
H4 0.490 1.827 -3.566
H5 0.929 2.552 -2.000
H6 -0.708 2.784 -2.657
H7 0.520 -1.274 -3.954
H8 2.510 -2.692 -4.264
H9 4.133 -2.971 -2.429
H10 3.721 -1.930 -0.236
H11 3.830 0.821 0.988
H12 2.691 1.820 1.925
H13 2.711 1.924 0.144
H14 3.208 -1.650 2.098
H15 1.592 -2.381 2.222
H16 2.025 -0.986 3.239
S3 -4.304 3.719 0.914
C15 -2.734 4.390 1.098
C16 -1.783 3.432 0.955
N3 -2.283 2.181 0.716
C17 -3.598 2.190 0.673
H17 -2.591 5.435 1.286
H18 -0.714 3.595 1.018
H19 -4.194 1.306 0.514